Here is a structure of composition C19H35AlBr4Cl2F2NO12S from the OMol25 dataset. Energies are from ωB97M-V/def2-TZVPD.

Structure (ORCA input):
```
! RIJCOSX wB97M-V def2-TZVPD def2/J DEFGRID3
* xyz -1 1
C 6.134 0.264 -0.058
C 5.348 0.985 1.134
O 4.764 2.268 0.808
C 3.958 2.198 -0.386
C 2.919 0.951 -0.391
O 1.724 1.397 -1.080
C 0.590 0.556 -0.732
C 0.998 -1.017 -0.729
C 0.097 1.071 0.710
N -0.656 2.376 0.435
C -1.980 1.908 -0.180
C -2.997 3.103 -0.537
C -4.370 3.021 0.341
C -5.138 1.619 0.137
C -6.075 1.344 -1.098
C -6.738 -0.051 -1.236
C -6.541 -1.213 -0.220
C -5.659 -0.943 1.019
C -4.991 0.443 1.169
C -1.722 0.858 -1.376
S -2.547 -0.767 -0.945
O -0.366 0.735 -1.815
H 6.449 -0.775 0.344
H 7.094 0.791 -0.388
H 5.514 0.058 -0.993
H 4.562 0.283 1.630
H 6.128 1.185 1.965
H 4.577 2.109 -1.360
H 3.359 3.192 -0.494
H 3.425 0.140 -1.042
H 2.747 0.526 0.654
H 1.330 -1.263 0.350
H 0.120 -1.708 -0.955
H 1.812 -1.261 -1.506
H -0.608 0.276 1.136
H 0.938 1.306 1.447
H -0.099 2.971 -0.244
H -0.843 2.881 1.343
H -2.482 1.310 0.672
H -3.331 3.082 -1.630
H -2.504 4.113 -0.330
H -5.017 3.915 0.005
H -4.141 3.160 1.464
H -6.250 2.177 -1.872
H -7.422 -0.267 -2.139
H -7.010 -2.244 -0.343
H -5.432 -1.716 1.842
H -4.322 0.633 2.073
H -2.317 1.260 -2.282
H -2.513 -0.953 0.428
O -3.344 -1.623 -4.554
H -3.250 -1.416 -3.617
H -2.444 -1.822 -4.842
C 8.044 -1.988 -3.417
Br 9.136 -1.016 -2.143
Br 8.006 -3.909 -3.025
Br 6.262 -1.257 -3.554
H 8.515 -1.876 -4.395
Br 8.038 -5.387 -1.222
O -9.351 1.795 -0.393
H -9.194 2.289 0.444
H -8.571 1.219 -0.626
H -9.582 2.402 -1.130
C 2.944 -2.626 2.305
O 3.497 -3.379 3.140
O 1.681 -3.033 2.056
O 3.361 -1.612 1.703
H 1.773 -3.785 2.680
Al -0.995 4.638 1.218
O 3.110 -7.342 4.253
Cl 2.215 -6.323 4.761
O 1.756 -5.495 3.665
O 2.912 -5.506 5.729
O 1.073 -6.956 5.394
F 1.962 4.055 -0.084
Cl 3.808 -1.846 -2.750
F -1.879 5.510 3.659
*
```

Calculated values
**Kohn-Sham gap**: 0.0507 Ha
**F_max**: 5.54 eV Å⁻¹
**Relative energy (zero: lowest compared OMol25 entry of this formula, charge and spin)**: 456.8 kJ/mol
**Electronic energy**: -13758.37747 hartree

=====

Here is a cluster of 2 separate species, C7H12F3NO2 in total from the OMol25 dataset. Energies are from ωB97M-V/def2-TZVPD.

Structure (ORCA input):
```
! RIJCOSX wB97M-V def2-TZVPD def2/J DEFGRID3
* xyz 0 1
C -1.072 0.128 -0.670
C 0.031 0.991 -1.307
C 1.544 0.485 -1.109
C -0.079 2.806 0.186
C 0.922 -1.216 2.342
C -0.976 -1.205 -0.511
C -2.205 -1.997 -0.217
N 1.673 -0.271 2.614
O 0.110 -1.938 -0.513
O -0.147 2.337 -1.138
F -2.016 -3.306 -0.211
F -2.827 -1.657 0.915
F -3.110 -1.794 -1.200
H -1.914 0.742 -0.741
H 1.731 -0.328 -1.899
H 2.219 1.370 -1.438
H 1.828 0.226 -0.086
H -0.303 3.834 0.099
H 0.875 2.664 0.631
H -0.712 2.323 0.990
H -0.026 -1.377 2.928
H 1.188 -2.080 1.511
H 2.611 -0.070 2.152
H -0.290 0.823 -2.470
H 0.945 -1.491 -0.858
*
```

Calculated values
**Kohn-Sham gap**: 0.3553 Ha
**F_max**: 3.90 eV Å⁻¹
**Relative energy (zero: lowest compared OMol25 entry of this formula, charge and spin)**: 191.1 kJ/mol
**Electronic energy**: -778.63858 hartree

=====

- Number 2 is which compound?
  C7H12F3NO2